No. 1
Molecular formula: C58H101BrN2O15
Method: DFT, wB97M-V/def2-TZVPD

Atoms and positions in Å:
C  0.626  -4.986  0.088
C  -0.962  -5.095  0.118
C  -1.571  -4.122  -0.975
C  -3.045  -3.652  -0.684
N  -3.178  -2.239  -0.256
C  -2.626  -1.300  -1.199
C  -3.200  -0.937  -2.498
C  -4.575  -1.554  -2.958
C  -5.674  -0.426  -2.718
C  -7.029  -0.925  -2.084
C  -6.869  -1.887  -0.854
C  -7.764  0.399  -1.530
C  -2.491  0.021  -3.381
C  -3.090  0.438  -4.778
N  -3.646  1.835  -4.720
C  -1.222  0.649  -2.974
C  -0.669  0.319  -1.672
C  -1.356  -0.648  -0.802
C  -0.711  -0.957  0.597
O  -0.720  -2.036  1.131
C  0.008  0.276  1.252
C  -0.086  0.451  2.804
C  1.312  0.446  3.501
O  1.913  -0.564  3.636
Br  1.998  2.202  4.124
C  0.648  1.155  0.439
C  0.656  0.929  -1.109
O  1.618  1.173  -1.799
H  1.003  -4.069  -0.432
H  1.068  -5.871  -0.451
H  1.054  -5.002  1.126
H  -1.388  -4.787  1.104
H  -1.227  -6.165  -0.174
H  -0.832  -3.299  -1.134
H  -1.599  -4.709  -1.940
H  -3.414  -4.279  0.181
H  -3.679  -3.946  -1.564
H  -4.159  -2.047  -0.052
H  -4.524  -1.789  -4.059
H  -4.780  -2.522  -2.447
H  -5.934  -0.012  -3.736
H  -5.199  0.405  -2.122
H  -7.695  -1.344  -2.893
H  -7.860  -2.108  -0.384
H  -6.477  -2.879  -1.227
H  -6.153  -1.481  -0.093
H  -8.212  0.128  -0.534
H  -6.983  1.182  -1.296
H  -8.506  0.815  -2.254
H  -2.243  0.358  -5.510
H  -3.912  -0.237  -5.115
H  -3.301  2.204  -3.827
H  -4.657  1.721  -4.619
H  -0.699  1.395  -3.618
H  -0.767  -0.359  3.183
H  -0.617  1.422  3.020
H  1.153  2.071  0.826
C  7.239  -0.152  3.881
C  6.201  -1.224  3.692
O  6.514  -2.393  3.571
C  4.761  -0.794  3.658
H  8.232  -0.606  3.884
H  7.185  0.565  3.059
H  7.083  0.355  4.836
H  4.605  -0.104  2.825
H  4.489  -0.315  4.600
H  4.124  -1.666  3.515
C  -1.353  6.007  -0.394
C  -0.351  4.885  -0.407
O  -0.277  4.090  0.509
C  0.559  4.784  -1.605
H  -1.939  5.958  0.524
H  -0.836  6.968  -0.430
H  -2.028  5.911  -1.247
H  1.160  5.691  -1.693
H  -0.033  4.636  -2.510
H  1.228  3.931  -1.482
C  -5.481  5.145  -0.131
C  -6.548  4.107  -0.356
O  -6.273  2.930  -0.463
C  -7.973  4.589  -0.443
H  -4.506  4.657  -0.089
H  -5.478  5.862  -0.954
H  -5.656  5.658  0.818
H  -8.082  5.281  -1.280
H  -8.257  5.079  0.490
H  -8.633  3.736  -0.606
C  7.630  -0.112  -0.398
C  6.521  0.868  -0.116
O  6.463  1.470  0.940
C  5.491  1.070  -1.192
H  8.299  -0.159  0.462
H  7.214  -1.106  -0.572
H  8.200  0.215  -1.269
H  4.980  0.128  -1.402
H  5.973  1.447  -2.097
H  4.753  1.800  -0.855
C  -3.589  6.000  -4.549
C  -2.944  7.173  -3.856
O  -2.784  7.184  -2.652
C  -2.506  8.330  -4.716
H  -3.853  5.243  -3.810
H  -4.498  6.324  -5.059
H  -2.892  5.561  -5.266
H  -3.367  8.756  -5.233
H  -1.761  7.994  -5.439
H  -2.060  9.100  -4.085
C  -9.611  6.393  2.948
C  -8.377  5.995  3.715
O  -7.267  6.179  3.262
C  -8.577  5.362  5.068
H  -9.316  6.835  1.995
H  -10.226  5.512  2.751
H  -10.181  7.131  3.515
H  -9.146  4.436  4.965
H  -9.101  6.054  5.729
H  -7.605  5.129  5.505
C  -3.496  -7.273  -3.216
C  -3.269  -7.707  -1.789
O  -2.892  -6.923  -0.945
C  -3.530  -9.154  -1.456
H  -3.269  -6.209  -3.310
H  -2.838  -7.831  -3.884
H  -4.539  -7.435  -3.493
H  -2.872  -9.794  -2.048
H  -4.575  -9.399  -1.656
H  -3.327  -9.323  -0.398
C  8.757  -0.991  8.376
C  7.311  -0.582  8.257
O  6.900  0.438  8.767
C  6.398  -1.493  7.479
H  9.296  -0.245  8.961
H  8.831  -1.954  8.883
H  9.209  -1.053  7.384
H  6.367  -2.478  7.947
H  6.746  -1.575  6.448
H  5.390  -1.077  7.475
C  4.785  -4.354  -0.722
C  5.973  -4.532  0.191
O  7.070  -4.808  -0.249
C  5.741  -4.350  1.668
H  5.096  -4.513  -1.755
H  4.012  -5.084  -0.473
H  4.390  -3.341  -0.627
H  5.009  -5.081  2.020
H  5.389  -3.340  1.866
H  6.676  -4.506  2.203
C  -1.067  -9.638  2.900
C  -2.531  -9.816  2.586
O  -3.104  -9.076  1.817
C  -3.251  -10.952  3.266
H  -0.680  -8.785  2.341
H  -0.936  -9.447  3.966
H  -0.512  -10.531  2.607
H  -3.217  -10.819  4.349
H  -2.793  -11.903  2.990
H  -4.294  -10.961  2.948
C  9.420  1.566  -4.496
C  7.929  1.687  -4.672
O  7.178  1.674  -3.719
C  7.406  1.825  -6.078
H  9.653  1.475  -3.435
H  9.785  0.677  -5.014
H  9.914  2.458  -4.888
H  7.682  0.947  -6.665
H  7.812  2.727  -6.539
H  6.319  1.902  -6.054
C  5.034  6.281  0.080
C  6.523  6.132  0.265
O  7.301  6.918  -0.231
C  7.002  4.966  1.090
H  4.832  7.160  -0.533
H  4.632  5.400  -0.425
H  4.550  6.411  1.050
H  6.686  4.028  0.628
H  6.604  5.039  2.104
H  8.091  4.982  1.139

Summary:
DFT total energy, eV: -165515.7641
HOMO-LUMO gap, eV: 8.2258

No. 2
Molecular formula: C58H132N8O9
Method: DFT, wB97M-V/def2-TZVPD

Atoms and positions in Å:
C  -0.984  -8.236  -2.674
C  -1.382  -6.781  -2.923
C  -2.705  -6.725  -3.678
C  -1.604  -6.068  -1.581
C  -0.316  -5.695  -0.861
C  0.677  -4.963  -1.744
C  0.913  -5.666  -3.093
C  1.600  -4.648  -3.978
C  1.854  -6.865  -2.888
N  -0.404  -5.964  -3.656
O  -0.209  -6.577  -4.939
H  -1.770  -8.813  -2.184
H  -0.789  -8.767  -3.611
H  -0.066  -8.319  -2.097
H  -2.679  -7.321  -4.591
H  -3.526  -7.104  -3.065
H  -2.952  -5.692  -3.923
H  -2.123  -5.127  -1.809
H  -2.214  -6.656  -0.895
H  -0.559  -5.145  0.049
H  0.142  -6.619  -0.476
H  1.607  -4.818  -1.194
H  0.244  -3.981  -1.973
H  1.755  -5.041  -4.988
H  2.555  -4.316  -3.574
H  0.975  -3.762  -4.150
H  1.834  -7.268  -1.871
H  2.904  -6.588  -3.016
H  1.642  -7.677  -3.583
H  -0.465  -5.884  -5.555
C  -3.957  -1.003  3.357
C  -4.158  -1.841  2.073
C  -5.239  -1.210  1.192
C  -2.852  -1.791  1.276
C  -1.748  -2.715  1.741
C  -2.310  -4.114  1.827
C  -3.513  -4.242  2.755
C  -4.144  -5.608  2.548
C  -3.084  -4.078  4.213
N  -4.501  -3.234  2.324
O  -5.679  -3.317  3.109
H  -4.617  -1.271  4.178
H  -2.899  -1.032  3.626
H  -4.124  0.048  3.104
H  -5.779  -2.001  0.668
H  -6.019  -0.762  1.821
H  -4.898  -0.447  0.497
H  -3.108  -2.217  0.294
H  -2.542  -0.757  1.150
H  -0.920  -2.681  1.019
H  -1.234  -2.382  2.653
H  -1.510  -4.825  2.054
H  -2.658  -4.416  0.828
H  -4.954  -5.787  3.260
H  -3.397  -6.378  2.765
H  -4.551  -5.739  1.546
H  -2.696  -3.083  4.402
H  -2.329  -4.819  4.491
H  -3.934  -4.288  4.867
H  -6.300  -3.779  2.536
C  -4.475  3.183  2.291
C  -3.363  3.693  3.207
C  -3.030  2.525  4.177
C  -2.156  4.044  2.325
C  -1.186  4.986  3.022
C  -1.920  6.246  3.522
C  -3.030  5.904  4.505
C  -2.450  5.556  5.885
C  -3.910  7.149  4.674
N  -3.867  4.859  3.922
O  -4.962  4.515  4.743
H  -4.196  2.240  1.812
H  -5.404  3.021  2.839
H  -4.716  3.884  1.484
H  -2.464  1.762  3.635
H  -2.444  2.894  5.015
H  -3.934  2.008  4.493
H  -1.580  3.113  2.262
H  -2.426  4.311  1.306
H  -0.721  4.517  3.893
H  -0.377  5.336  2.377
H  -2.344  6.782  2.670
H  -1.151  6.852  4.007
H  -3.236  5.278  6.584
H  -1.895  6.409  6.284
H  -1.715  4.751  5.823
H  -3.351  8.010  5.039
H  -4.748  6.976  5.352
H  -4.345  7.409  3.703
H  -5.674  5.082  4.432
C  5.640  1.948  2.089
C  5.808  2.939  0.923
C  5.502  2.221  -0.408
C  4.809  4.079  1.051
C  5.264  5.184  2.004
C  6.607  5.715  1.571
C  7.679  4.627  1.511
C  8.839  5.210  0.715
C  8.125  4.292  2.938
N  7.156  3.484  0.770
O  8.108  2.439  0.694
H  5.998  2.387  3.021
H  4.581  1.727  2.228
H  6.192  1.028  1.902
H  6.218  1.417  -0.566
H  4.506  1.776  -0.373
H  5.527  2.990  -1.177
H  4.528  4.515  0.084
H  3.864  3.653  1.403
H  4.493  5.954  2.068
H  5.284  4.710  2.993
H  6.944  6.505  2.242
H  6.480  6.130  0.566
H  8.500  5.551  -0.268
H  9.673  4.531  0.524
H  9.251  6.094  1.210
H  7.299  3.959  3.565
H  8.618  5.144  3.409
H  8.835  3.461  2.941
H  8.512  2.562  -0.171
C  -0.456  0.235  -3.923
C  -0.108  -0.101  -2.478
C  -1.003  -1.238  -1.976
C  1.357  -0.549  -2.451
C  1.955  -0.541  -1.061
C  1.884  0.869  -0.504
C  0.438  1.391  -0.424
C  -0.211  0.800  0.817
C  0.538  2.908  -0.237
N  -0.222  1.100  -1.671
O  -1.480  1.716  -1.777
H  -0.287  -0.626  -4.573
H  -1.517  0.488  -3.997
H  0.138  1.077  -4.279
H  -1.219  -1.981  -2.748
H  -0.570  -1.729  -1.103
H  -1.959  -0.827  -1.645
H  1.434  -1.553  -2.892
H  1.956  0.056  -3.141
H  1.431  -1.263  -0.423
H  2.981  -0.914  -1.106
H  2.474  1.486  -1.187
H  2.315  0.903  0.500
H  -0.115  -0.287  0.917
H  -1.292  0.960  0.742
H  0.172  1.220  1.748
H  -0.426  3.267  0.142
H  0.682  3.475  -1.157
H  1.328  3.174  0.467
H  -1.329  2.523  -2.316
C  -2.824  -3.354  -6.550
O  -3.816  -2.498  -6.046
C  -3.590  -2.187  -4.678
C  -4.693  -1.239  -4.255
C  -4.637  0.100  -5.008
N  -4.575  -1.034  -2.784
H  -2.883  -4.331  -6.057
H  -1.810  -2.976  -6.323
H  -2.886  -3.409  -7.632
H  -3.587  -3.114  -4.095
H  -2.628  -1.660  -4.596
H  -5.667  -1.690  -4.462
H  -5.365  0.776  -4.552
H  -4.995  -0.044  -6.029
H  -3.637  0.531  -4.965
H  -3.592  -0.816  -2.638
H  -5.069  -0.172  -2.572
C  -0.812  5.030  -7.153
O  -1.539  4.415  -6.112
C  -1.934  5.321  -5.111
C  -2.144  4.566  -3.805
C  -2.614  5.516  -2.729
N  -0.890  3.925  -3.378
H  -0.373  4.264  -7.789
H  -0.004  5.655  -6.761
H  -1.493  5.626  -7.773
H  -1.149  6.072  -4.907
H  -2.805  5.900  -5.450
H  -2.879  3.776  -3.980
H  -1.804  6.138  -2.339
H  -3.115  5.032  -1.892
H  -3.330  6.236  -3.143
H  -0.633  3.255  -4.096
H  -0.134  4.589  -3.268
C  6.237  -1.604  5.303
O  5.417  -2.313  4.418
C  4.254  -1.622  4.055
C  3.386  -2.498  3.154
C  2.143  -1.729  2.728
N  3.021  -3.763  3.805
H  6.307  -0.533  5.072
H  7.246  -2.011  5.231
H  5.911  -1.678  6.349
H  3.626  -1.368  4.935
H  4.481  -0.646  3.601
H  3.998  -2.717  2.270
H  1.614  -2.290  1.961
H  2.408  -0.749  2.325
H  1.564  -1.554  3.639
H  3.888  -4.185  4.131
H  2.568  -3.501  4.682
C  4.215  -3.359  -1.032
O  4.479  -4.730  -0.767
H  4.057  -2.846  -0.081
H  5.035  -2.924  -1.600
H  3.337  -3.215  -1.678
H  3.761  -5.073  -0.227

Summary:
SMILES string: CC1(C)CCCC(C)(C)N1O.CC1(C)CCCC(C)(C)N1O.CC1(C)CCCC(C)(C)N1O.CC1(C)CCCC(C)(C)N1O.CC1(C)CCCC(C)(C)N1O.COC[C@H](C)N.COC[C@H](C)N.COC[C@H](C)N.CO
DFT total energy, eV: -92628.8559
HOMO-LUMO gap, eV: 8.3062
Relative energy (zero: lowest compared OMol25 entry of this formula, charge and spin), kcal/mol: 0.0

Which value of HOMO-LUMO gap does entry 1 give? 8.2258 eV

Among the records above, which one has the highest DFT total energy? C58H132N8O9

Which value of HOMO-LUMO gap does entry 1 give? 8.2258 eV